Entry 1:
Here is a single C4H7N3O2S molecule at a distorted geometry from OMol25. Energies are from ωB97M-V/def2-TZVPD.

Computed properties:
Gap between HOMO and LUMO: 9.06 eV
E_LUMO: 0.67 eV
SMILES: CS(=O)(=O)c1[nH]cnc1N
Electronic energy: -869.5149 hartree

Each line ends with the natural charge from an NBO analysis.
Element x y z (Å)
1 S -1.45 -0.20 -0.62  2.22
2 O -1.97 -1.35 -1.26  -0.96
3 O -1.74 1.10 -1.14  -0.95
4 N 2.41 0.02 -0.90  -0.49
5 N 0.99 -1.57 -0.35  -0.53
6 N 0.96 1.72 -1.46  -0.78
7 C 2.32 -1.22 -0.54  0.23
8 C -2.10 -0.32 1.04  -0.89
9 C 0.26 -0.40 -0.60  -0.38
10 C 1.17 0.51 -0.98  0.36
11 H 3.03 -2.04 -0.53  0.20
12 H 0.81 -2.54 -0.20  0.43
13 H -1.18 -0.86 1.54  0.24
14 H 0.17 2.09 -1.82  0.41
15 H 1.69 2.42 -1.46  0.39
16 H -3.05 -0.86 1.18  0.26
17 H -2.27 0.74 1.37  0.25


Entry 2:
Here is a molecular structure, C4H7N3OS at a distorted geometry from OMol25. Energies are from ωB97M-V/def2-TZVPD.

Computed properties:
Gap between HOMO and LUMO (alpha / beta): 9.19 / 9.19 eV
E_LUMO (alpha / beta): 0.19 / 0.19 eV
Electronic energy: -794.1570 hartree

Each line ends with the natural charge from an NBO analysis.
Element x y z (Å)
1 S -1.96 0.14 -0.10  2.00
2 O -2.50 0.22 -1.38  -0.88
3 N -2.95 0.42 1.03  -1.04
4 N 2.05 1.52 0.15  -0.83
5 N -0.26 1.53 0.24  -0.60
6 C 0.97 -0.46 -0.79  -0.53
7 C 0.26 -1.52 0.03  -0.11
8 C -1.01 -1.34 0.24  -0.49
9 C 0.80 0.95 -0.06  0.39
10 H -2.26 0.31 1.83  0.36
11 H 0.90 -2.32 0.35  0.23
12 H 0.60 -0.46 -1.83  0.25
13 H 2.05 -0.77 -0.98  0.22
14 H 2.90 1.30 -0.21  0.39
15 H 2.06 2.47 0.65  0.40
16 H -1.65 -1.99 0.83  0.24


Entry 3:
Here is a single C4H7N3S molecule at a distorted geometry from OMol25. Energies are from ωB97M-V/def2-TZVPD.

Computed properties:
Gap between HOMO and LUMO: 9.65 eV
E_LUMO: 0.66 eV
SMILES: [H]/N=C(/NN)SCC#C
Electronic energy: -718.9651 hartree

Each line ends with the natural charge from an NBO analysis.
Element x y z (Å)
1 S -0.28 -1.83 -0.40  0.24
2 N 1.84 1.53 -0.01  -0.63
3 N 2.31 -1.02 -0.28  -0.76
4 N 0.82 0.64 0.03  -0.47
5 C -1.53 -0.97 0.63  -0.62
6 C 1.07 -0.67 -0.21  0.27
7 C -2.19 0.21 0.04  -0.04
8 C -2.71 1.05 -0.68  -0.21
9 H 2.35 -2.03 -0.44  0.35
10 H 2.37 1.50 0.88  0.35
11 H -2.27 -1.69 0.91  0.26
12 H -3.14 1.84 -1.24  0.24
13 H 2.53 1.19 -0.70  0.36
14 H -1.03 -0.72 1.58  0.26
15 H -0.13 0.98 -0.11  0.40


Entry 4:
Here is a molecular structure, C4H7N3S at a distorted geometry from OMol25. Energies are from ωB97M-V/def2-TZVPD.

Computed properties:
Gap between HOMO and LUMO: 7.14 eV
E_LUMO: -0.37 eV
Electronic energy: -718.9422 hartree

Each line ends with the natural charge from an NBO analysis.
Element x y z (Å)
1 S 3.51 -0.86 0.07  -0.20
2 N -1.79 -0.64 -0.12  -0.28
3 N -0.94 0.48 -0.13  -0.43
4 N 0.47 -1.16 -0.21  -0.78
5 C -3.12 -0.50 0.17  -0.14
6 C 0.33 0.16 -0.15  0.46
7 C 2.84 0.65 0.05  -0.27
8 C 1.46 1.06 -0.08  -0.46
9 H 1.38 -1.60 -0.35  0.43
10 H 3.57 1.45 0.00  0.20
11 H -3.61 0.56 0.83  0.20
12 H -1.27 1.47 -0.18  0.41
13 H -3.68 -1.53 0.01  0.23
14 H -0.34 -1.71 0.12  0.42
15 H 1.19 2.16 -0.02  0.21


Entry 5:
Here is a gas-phase ion, C4H7N4O (charge +1) at a distorted geometry from OMol25. Energies are from ωB97M-V/def2-TZVPD.

Computed properties:
Gap between HOMO and LUMO: 8.62 eV
E_LUMO: -4.60 eV
SMILES: [NH2+]=C/N=C/C=C\N=N/O
Electronic energy: -450.5062 hartree
Charge: +1

Each line ends with the natural charge from an NBO analysis.
Element x y z (Å)
1 O -1.95 1.66 -0.88  -0.49
2 N -1.73 0.22 0.77  -0.17
3 N 2.41 1.36 0.68  -0.72
4 N 0.92 -0.15 -0.19  -0.44
5 N -1.72 1.35 0.39  0.26
6 C 1.69 0.85 -0.30  0.38
7 C -0.77 -1.83 0.00  -0.39
8 C 0.52 -1.36 -0.30  0.20
9 C -1.82 -1.05 0.43  0.08
10 H -0.94 -2.89 -0.09  0.26
11 H 1.25 -2.10 -0.65  0.22
12 H -2.18 0.91 -1.48  0.47
13 H -2.75 -1.53 0.70  0.26
14 H 1.67 1.42 -1.23  0.22
15 H 2.48 0.91 1.58  0.43
16 H 2.89 2.24 0.56  0.43


Entry 6:
Here is 2 unconnected molecules or ions with the total composition C4H7N4O2 at a distorted geometry from OMol25. Energies are from ωB97M-V/def2-TZVPD.

Computed properties:
Gap between HOMO and LUMO: 9.17 eV
E_LUMO: -4.57 eV
Electronic energy: -525.7087 hartree
Charge: +1

Each line ends with the natural charge from an NBO analysis.
Element x y z (Å)
1 O 3.63 1.41 -1.06  -0.55
2 O 1.83 0.89 -2.08  -0.34
3 N -1.35 -2.12 1.21  -0.37
4 N -1.12 0.22 0.81  -0.09
5 N -1.29 1.46 1.13  -0.57
6 N 2.53 1.79 -1.75  0.37
7 C -1.59 -0.87 1.51  0.26
8 C -0.36 -0.05 -0.30  0.05
9 C -0.68 -2.37 0.13  0.11
10 C -0.05 -1.37 -0.68  -0.21
11 H -2.38 -0.61 2.32  0.23
12 H -0.67 -3.41 -0.17  0.23
13 H -0.26 0.78 -0.94  0.24
14 H 0.43 -1.54 -1.65  0.28
15 H 4.34 2.09 -0.82  0.52
16 H -1.03 2.14 0.48  0.42
17 H -1.99 1.56 1.87  0.41


Entry 7:
Here is a molecular structure, C4H7N4O3S2 at a distorted geometry from OMol25. Energies are from ωB97M-V/def2-TZVPD.

Computed properties:
Gap between HOMO and LUMO (alpha / beta): 6.80 / 6.58 eV
E_LUMO (alpha / beta): -4.74 / -8.09 eV
Spin multiplicity: 3
<S²>: 2.0398
Electronic energy: -1397.2311 hartree
Charge: +1

Each line ends with the natural charge from an NBO analysis.
Element x y z (Å)
1 S 1.75 -1.56 0.18  0.57
2 S 3.55 0.60 -0.08  2.28
3 O 4.13 -0.66 0.29  -0.88
4 O -2.48 -2.09 -0.13  -0.56
5 O 3.75 1.19 -1.38  -0.87
6 N -0.38 -0.31 -0.14  0.02
7 N -1.68 0.05 -0.35  -0.45
8 N 0.43 0.71 -0.13  -0.06
9 N 3.62 1.85 1.03  -1.07
10 C -4.11 -0.32 -0.18  -0.72
11 C -2.76 -0.90 -0.24  0.70
12 C 0.03 -1.55 0.09  -0.02
13 C 1.84 0.08 0.04  -0.42
14 H -4.29 0.29 -1.14  0.26
15 H -1.88 1.08 -0.54  0.46
16 H 4.54 1.91 1.61  0.45
17 H 3.55 2.80 0.58  0.44
18 H -0.65 -2.37 -0.16  0.33
19 H -4.77 -1.10 -0.10  0.27
20 H -4.18 0.30 0.76  0.27


Entry 8:
Here is a single C4H7N7 molecule at a distorted geometry from OMol25. Energies are from ωB97M-V/def2-TZVPD.

Computed properties:
Gap between HOMO and LUMO (alpha / beta): 7.60 / 7.60 eV
E_LUMO (alpha / beta): -1.59 / -1.59 eV
SMILES: C/N=N\C(NC)=C1N=NN=N1
Electronic energy: -539.7519 hartree

Each line ends with the natural charge from an NBO analysis.
Element x y z (Å)
1 N -1.90 0.29 0.25  0.07
2 N -2.12 -0.58 -2.61  -0.30
3 N -2.32 -1.22 -3.71  -0.10
4 N -1.14 -1.44 -4.34  -0.11
5 N -0.90 0.39 -0.45  -0.11
6 N 1.23 0.40 -1.52  -0.54
7 N -0.16 -0.94 -3.64  -0.27
8 C -2.52 -0.99 0.50  -0.50
9 C -0.74 -0.43 -2.57  0.06
10 C -0.12 0.06 -1.43  0.42
11 C 2.07 0.70 -0.38  -0.42
12 H 2.78 1.49 -0.69  0.22
13 H 1.34 1.13 0.39  0.21
14 H 2.61 -0.14 0.03  0.20
15 H 1.71 -0.03 -2.32  0.43
16 H -3.13 -1.05 1.38  0.23
17 H -3.11 -1.06 -0.41  0.29
18 H -1.81 -1.83 0.47  0.21


- Number 3 is which compound?
  C4H7N3S


- Look up the electronic energy of the seventh one.
  -1397.2311 hartree


- What is the formula in the second record?
  C4H7N3OS